1.
C11H16F | ωB97M-V/def2-TZVPD

```
28
Properties=species:S:1:pos:R:3:forces:R:3
C 0.623 -3.198 -2.249 0.08 0.02 -0.04
C 1.385 -1.875 -2.195 -0.15 -0.01 0.08
C 0.506 -0.677 -2.492 0.12 0.09 0.02
C -0.736 -0.397 -1.608 -0.13 0.04 0.10
C -1.944 -1.298 -1.889 0.10 -0.14 -0.01
H -0.016 -3.439 -1.369 -0.06 -0.05 -0.05
H 1.298 -4.055 -2.373 -0.01 -0.05 0.07
H -0.051 -3.218 -3.119 0.05 -0.03 -0.01
H 1.761 -1.728 -1.165 0.15 -0.07 -0.02
H 0.141 -0.703 -3.534 0.01 -0.01 -0.02
H 1.138 0.220 -2.420 -0.05 0.04 -0.06
H -1.050 0.651 -1.738 0.02 0.03 -0.03
H -0.433 -0.501 -0.560 -0.04 0.03 0.00
H -1.947 -1.599 -2.941 -0.09 0.08 -0.01
H -2.890 -0.795 -1.673 -0.05 -0.02 0.02
H -1.909 -2.222 -1.310 0.00 0.04 -0.02
F 1.037 1.628 0.173 0.04 0.10 -0.03
C 0.692 1.852 1.443 -0.01 -0.07 -0.01
C -0.291 2.785 1.719 -0.01 0.03 -0.01
C -0.639 3.009 3.043 -0.01 0.01 0.02
C -0.015 2.307 4.065 0.00 0.00 0.01
C 0.964 1.371 3.758 0.00 0.00 0.01
C 1.326 1.135 2.440 0.02 -0.03 0.02
H -0.767 3.311 0.904 0.00 -0.01 -0.01
H -1.410 3.733 3.275 0.00 0.00 0.00
H -0.295 2.484 5.095 0.00 0.00 0.00
H 1.449 0.815 4.550 0.00 -0.01 0.00
H 2.074 0.403 2.171 -0.01 0.00 -0.02
```
Positions in Å, forces in eV/Å.

Results
HOMO-LUMO gap (eV): 3.345
E_HOMO (eV): -0.47
Charge: -1
Max |F| (eV/Å): 0.17

Atomic partial charges in e from the Mulliken method, atoms 1 to 6: atom 1 (C): -0.833, atom 2 (C): -0.470, atom 3 (C): -1.044, atom 4 (C): 0.171, atom 5 (C): -1.239, atom 6 (H): 0.107

---

2.
C38H26Cl5IrO4P2S | ωB97M-V/def2-TZVPD

```
77
Properties=species:S:1:pos:R:3:forces:R:3
Ir 0.249 -1.159 1.336 0.13 0.47 -0.23
O -1.672 0.109 4.666 0.08 0.11 0.04
C -0.748 -0.418 4.080 -0.05 -0.04 0.21
O -0.546 -0.143 2.810 -0.14 -0.15 -0.05
C 0.212 -1.304 4.826 -0.03 0.02 0.02
C -0.059 -1.446 6.191 -0.03 -0.03 0.01
C 0.778 -2.147 7.034 0.00 0.00 0.00
C 1.927 -2.733 6.514 -0.01 0.01 -0.04
C 2.207 -2.617 5.169 0.02 -0.03 0.01
C 1.361 -1.910 4.304 0.00 0.03 -0.10
S 1.902 -1.900 2.626 0.08 -0.05 0.10
H -0.953 -0.968 6.565 -0.01 0.01 0.00
H 0.542 -2.235 8.087 -0.01 0.00 0.00
H 2.598 -3.290 7.156 0.01 0.00 0.00
H 3.087 -3.091 4.753 0.01 0.00 0.00
Cl -3.031 -1.540 2.200 0.00 0.01 -0.06
C -2.258 -2.834 1.356 0.03 0.03 0.05
C -0.889 -2.780 1.047 0.19 -0.16 -0.12
C -0.360 -3.925 0.428 -0.03 0.02 0.02
Cl 1.312 -3.995 -0.009 0.00 0.01 0.05
C -1.135 -5.044 0.125 -0.04 0.02 0.01
Cl -0.431 -6.426 -0.624 0.00 -0.02 -0.01
C -2.493 -5.047 0.417 0.03 -0.03 -0.01
Cl -3.465 -6.414 0.032 -0.02 -0.01 -0.01
C -3.051 -3.935 1.032 -0.02 0.02 0.01
Cl -4.738 -3.933 1.394 -0.01 -0.02 -0.02
O -1.254 -0.268 0.026 -0.08 0.07 0.00
P -1.346 0.657 -1.142 -0.01 -0.02 0.04
C 0.015 0.380 -2.314 0.01 -0.03 -0.04
P 1.593 0.065 -1.468 0.06 0.17 -0.05
O 1.539 -1.103 -0.532 -0.18 -0.38 0.03
C 2.810 -0.173 -2.765 0.02 -0.04 0.05
C 4.133 -0.336 -2.349 0.00 0.01 0.00
C 5.131 -0.546 -3.283 0.00 0.00 0.00
C 4.818 -0.591 -4.636 0.00 0.00 0.00
C 3.506 -0.430 -5.054 -0.01 0.00 0.00
C 2.500 -0.224 -4.120 -0.01 0.01 0.01
C 2.017 1.585 -0.611 -0.02 -0.01 0.01
C 2.289 1.527 0.752 0.01 0.01 -0.05
C 2.546 2.695 1.455 0.01 0.01 0.01
C 2.533 3.914 0.797 0.01 -0.01 0.00
C 2.282 3.973 -0.570 0.01 0.00 -0.01
C 2.029 2.811 -1.275 -0.01 0.00 0.02
C -2.852 0.341 -2.060 0.00 0.02 0.00
C -3.052 0.807 -3.358 0.00 -0.01 0.01
C -4.242 0.534 -4.012 0.00 0.00 0.00
C -5.229 -0.207 -3.373 0.00 0.00 0.00
C -5.028 -0.676 -2.084 0.01 0.00 0.00
C -3.840 -0.404 -1.421 -0.01 0.01 0.00
C -1.281 2.372 -0.626 -0.03 0.01 0.03
C -1.355 3.433 -1.528 -0.03 -0.01 0.00
C -1.311 4.735 -1.064 0.00 0.01 0.00
C -1.192 4.978 0.300 -0.01 0.00 0.00
C -1.122 3.925 1.197 0.00 0.00 -0.01
C -1.169 2.613 0.742 0.00 0.01 -0.02
H 0.105 1.223 -3.003 0.02 0.00 0.00
H -0.232 -0.520 -2.885 0.00 0.00 0.01
H 4.374 -0.305 -1.293 0.00 0.00 0.00
H 6.155 -0.677 -2.957 0.00 0.00 0.00
H 5.600 -0.755 -5.366 0.00 0.00 0.00
H 3.262 -0.471 -6.107 0.00 0.00 0.00
H 1.479 -0.112 -4.460 0.00 0.00 0.00
H 2.312 0.572 1.265 0.04 0.01 0.02
H 2.748 2.647 2.517 0.00 -0.01 0.00
H 2.722 4.827 1.348 0.00 0.00 0.00
H 2.279 4.927 -1.081 0.00 0.00 0.00
H 1.837 2.860 -2.342 0.00 0.01 0.00
H -2.283 1.375 -3.870 0.00 0.00 0.00
H -4.398 0.892 -5.021 0.00 0.00 0.00
H -6.155 -0.423 -3.888 0.00 0.00 0.00
H -5.793 -1.260 -1.588 0.00 0.00 0.00
H -3.672 -0.767 -0.416 0.01 -0.02 0.03
H -1.458 3.249 -2.592 -0.01 0.00 0.00
H -1.374 5.560 -1.761 0.00 0.00 0.00
H -1.160 5.998 0.662 0.00 0.00 0.00
H -1.036 4.115 2.259 0.00 0.00 0.00
H -1.127 1.784 1.442 0.00 -0.01 0.00
```
Positions in Å, forces in eV/Å.

Results
HOMO-LUMO gap (eV): 6.909
E_HOMO (eV): -7.03
Charge: 0
Max |F| (eV/Å): 0.54

Atomic partial charges in e from the Mulliken method, atoms 1 to 6: atom 1 (Ir): 2.676, atom 2 (O): -0.708, atom 3 (C): 0.443, atom 4 (O): -0.609, atom 5 (C): 0.035, atom 6 (C): -0.853

---

3.
C20H20N2O3S | ωB97M-V/def2-TZVPD

```
46
Properties=species:S:1:pos:R:3:forces:R:3
O -4.191 -2.210 -0.101 3.20 0.64 0.24
S -2.829 -1.830 0.371 -4.95 0.35 -2.29
O -2.521 -2.093 1.696 1.29 -1.23 3.38
N -1.754 -2.506 -0.679 -3.12 -1.69 2.54
C -0.516 -2.052 -0.754 0.78 -1.05 9.04
C -0.022 -1.363 -1.666 0.49 2.76 -7.47
C 1.160 -0.762 -1.456 0.24 2.73 -13.89
C 1.920 -0.539 -0.531 2.69 -1.21 9.29
C 1.304 -1.154 0.606 0.89 0.18 1.63
C 0.180 -1.871 0.597 -1.41 -0.41 -3.31
H -0.361 -2.095 1.489 0.17 -0.75 0.40
H 1.749 -1.076 1.557 0.62 0.33 1.21
N 3.137 -0.001 -0.447 -2.86 2.84 9.40
C 3.751 0.561 0.982 1.68 -3.94 -2.87
H 2.956 0.586 1.582 -3.05 1.04 2.55
C 4.669 -0.645 1.465 5.24 9.52 -2.76
H 5.308 -0.503 2.305 -0.37 -0.12 1.10
O 5.688 -0.809 0.420 2.20 1.55 -0.70
C 5.246 -0.959 -0.970 -10.56 -2.03 9.76
C 4.112 0.062 -1.227 5.77 -1.21 -10.96
H 3.658 -0.271 -2.390 1.61 1.15 2.70
H 4.550 1.064 -1.302 0.13 0.17 -0.41
H 5.961 -1.030 -1.560 6.62 -0.75 -5.23
H 4.557 -1.985 -0.672 1.81 1.83 -2.36
H 4.220 -1.402 1.247 -6.06 -9.17 -0.32
H 4.353 1.443 0.821 -0.36 0.30 -0.20
H 1.660 -0.338 -2.504 -1.48 -0.82 2.11
H -0.448 -1.142 -2.698 0.11 -0.81 1.52
H -2.266 -2.601 -1.473 -1.46 -0.64 -3.22
C -2.650 -0.114 0.204 -1.88 1.65 -4.83
C -1.785 0.674 0.896 0.86 -7.54 4.54
C -1.397 1.843 0.501 4.32 6.45 0.83
C -0.380 2.592 1.430 -6.93 -7.16 -5.12
C -0.016 3.678 1.037 4.26 8.50 -0.93
C -0.551 4.367 -0.078 7.80 5.92 5.45
C -1.403 3.999 -0.822 -7.21 -11.20 -4.11
C -1.863 2.505 -0.705 8.22 4.64 9.03
C -2.834 1.829 -1.062 -7.18 -0.20 -10.28
C -3.230 0.579 -0.995 0.47 -5.19 5.57
H -4.035 0.106 -1.511 -0.20 0.01 -0.62
H -3.156 2.225 -2.040 -1.26 0.43 0.03
H -1.987 4.350 -1.500 -2.75 3.60 -4.43
H -0.279 5.383 -0.311 0.70 0.54 0.81
H 0.691 4.183 1.685 0.20 0.56 -0.30
H -0.121 2.122 2.214 2.01 -3.22 5.66
H -1.271 -0.001 1.814 -1.27 2.64 -2.15
```
Positions in Å, forces in eV/Å.

Results
HOMO-LUMO gap (eV): 7.895
E_HOMO (eV): -7.82
SMILES string: O=S(=O)(Nc1ccc(N2CCOCC2)cc1)c1ccc2ccccc2c1
Charge: 0
Max |F| (eV/Å): 14.52

Atomic partial charges in e from the Mulliken method, atoms 1 to 6: atom 1 (O): -0.754, atom 2 (S): 1.126, atom 3 (O): -0.634, atom 4 (N): -0.274, atom 5 (C): 0.503, atom 6 (C): -1.254

---

What did the third record say?
C20H20N2O3S | ωB97M-V/def2-TZVPD

```
46
Properties=species:S:1:pos:R:3:forces:R:3
O -4.191 -2.210 -0.101 3.20 0.64 0.24
S -2.829 -1.830 0.371 -4.95 0.35 -2.29
O -2.521 -2.093 1.696 1.29 -1.23 3.38
N -1.754 -2.506 -0.679 -3.12 -1.69 2.54
C -0.516 -2.052 -0.754 0.78 -1.05 9.04
C -0.022 -1.363 -1.666 0.49 2.76 -7.47
C 1.160 -0.762 -1.456 0.24 2.73 -13.89
C 1.920 -0.539 -0.531 2.69 -1.21 9.29
C 1.304 -1.154 0.606 0.89 0.18 1.63
C 0.180 -1.871 0.597 -1.41 -0.41 -3.31
H -0.361 -2.095 1.489 0.17 -0.75 0.40
H 1.749 -1.076 1.557 0.62 0.33 1.21
N 3.137 -0.001 -0.447 -2.86 2.84 9.40
C 3.751 0.561 0.982 1.68 -3.94 -2.87
H 2.956 0.586 1.582 -3.05 1.04 2.55
C 4.669 -0.645 1.465 5.24 9.52 -2.76
H 5.308 -0.503 2.305 -0.37 -0.12 1.10
O 5.688 -0.809 0.420 2.20 1.55 -0.70
C 5.246 -0.959 -0.970 -10.56 -2.03 9.76
C 4.112 0.062 -1.227 5.77 -1.21 -10.96
H 3.658 -0.271 -2.390 1.61 1.15 2.70
H 4.550 1.064 -1.302 0.13 0.17 -0.41
H 5.961 -1.030 -1.560 6.62 -0.75 -5.23
H 4.557 -1.985 -0.672 1.81 1.83 -2.36
H 4.220 -1.402 1.247 -6.06 -9.17 -0.32
H 4.353 1.443 0.821 -0.36 0.30 -0.20
H 1.660 -0.338 -2.504 -1.48 -0.82 2.11
H -0.448 -1.142 -2.698 0.11 -0.81 1.52
H -2.266 -2.601 -1.473 -1.46 -0.64 -3.22
C -2.650 -0.114 0.204 -1.88 1.65 -4.83
C -1.785 0.674 0.896 0.86 -7.54 4.54
C -1.397 1.843 0.501 4.32 6.45 0.83
C -0.380 2.592 1.430 -6.93 -7.16 -5.12
C -0.016 3.678 1.037 4.26 8.50 -0.93
C -0.551 4.367 -0.078 7.80 5.92 5.45
C -1.403 3.999 -0.822 -7.21 -11.20 -4.11
C -1.863 2.505 -0.705 8.22 4.64 9.03
C -2.834 1.829 -1.062 -7.18 -0.20 -10.28
C -3.230 0.579 -0.995 0.47 -5.19 5.57
H -4.035 0.106 -1.511 -0.20 0.01 -0.62
H -3.156 2.225 -2.040 -1.26 0.43 0.03
H -1.987 4.350 -1.500 -2.75 3.60 -4.43
H -0.279 5.383 -0.311 0.70 0.54 0.81
H 0.691 4.183 1.685 0.20 0.56 -0.30
H -0.121 2.122 2.214 2.01 -3.22 5.66
H -1.271 -0.001 1.814 -1.27 2.64 -2.15
```
Positions in Å, forces in eV/Å.

Results
HOMO-LUMO gap (eV): 7.895
E_HOMO (eV): -7.82
SMILES string: O=S(=O)(Nc1ccc(N2CCOCC2)cc1)c1ccc2ccccc2c1
Charge: 0
Max |F| (eV/Å): 14.52

Atomic partial charges in e from the Mulliken method, atoms 1 to 6: atom 1 (O): -0.754, atom 2 (S): 1.126, atom 3 (O): -0.634, atom 4 (N): -0.274, atom 5 (C): 0.503, atom 6 (C): -1.254